Entry from the Open Molecules 2025 dataset: one molecule with the formula C23H32N2O3S2 at a distorted geometry (ωB97M-V/def2-TZVPD).

Each line ends with the Mulliken charge.
Positions of all 62 atoms, in Å:
H1 0.153685 2.761315 2.159763  0.493
H2 -0.613099 -2.432863 0.383182  0.507
H3 2.592743 -2.978985 -1.117329  -0.139
H4 -5.172321 1.598979 4.247364  0.356
S1 1.372064 -4.588881 0.157806  -0.184
H5 2.713124 1.462757 -1.628055  0.380
H6 0.814674 -4.569296 -2.990534  0.441
C1 -3.360494 1.449581 3.124566  0.997
H7 1.459540 0.499904 2.726737  0.372
C2 1.477416 -2.562254 -3.434022  -1.138
H8 0.422192 -0.745265 -3.171055  0.191
N1 1.272812 -1.228005 -2.906394  0.133
N2 -0.283777 2.790674 -0.387715  -0.409
H9 2.544731 -2.685616 -3.639086  0.426
H10 2.089763 0.075752 1.132171  -0.017
H11 1.958911 -1.787386 3.544404  0.360
C3 2.602105 -2.577649 1.646312  -0.523
C4 2.438004 -1.422922 2.632395  -1.046
H12 3.420534 -1.030657 2.901543  0.451
C5 2.071768 -3.896236 -1.377356  -0.330
H13 -0.371099 2.215490 4.527131  0.428
H14 3.133771 -2.214539 0.763700  0.169
H15 -0.382234 -0.074203 1.163138  -0.511
H16 -5.371764 0.884853 2.642367  0.362
C6 2.253909 -0.507110 -2.334968  0.408
H17 -3.603685 2.744435 -3.096723  0.334
H18 -2.150831 2.326312 -4.027521  0.295
H19 -0.311896 -1.205637 2.512458  0.521
C7 0.216811 -0.864958 1.618885  -0.311
H20 -3.801667 1.630281 1.035996  0.427
C8 1.235337 -3.116958 1.248766  -0.366
C9 -0.466024 3.030332 -1.721918  0.749
C10 1.845377 0.916430 -1.990423  0.057
H21 0.351829 4.015273 -3.419095  0.474
C11 -2.563814 2.999899 -3.279008  -1.487
C12 0.368229 -2.026024 0.638626  0.665
S2 1.223043 1.779650 -3.504952  0.356
H22 -2.605097 1.378538 5.124338  0.428
C13 -1.468729 2.526666 0.085728  0.262
C14 -2.377300 1.617516 4.095479  -0.571
C15 -3.057260 1.756269 1.808503  -0.636
C16 -4.716909 0.941826 3.507786  -1.537
C17 0.653829 3.333826 -2.625651  -1.223
C18 -1.790150 2.222396 1.462180  0.218
C19 -1.795712 2.875691 -2.017044  0.658
C20 1.584200 -0.319032 2.016500  -0.052
H23 1.049044 0.936252 -1.246234  -0.345
H24 1.511350 3.724108 -2.085744  0.464
H25 0.921032 -2.643365 -4.370005  0.484
H26 0.837185 -1.657627 -0.275370  -0.817
H27 0.080268 -3.324437 -1.986137  0.229
O1 3.364379 -0.935848 -2.089617  -0.691
C21 1.015444 -3.643636 -2.449731  -0.428
H28 -2.507782 4.018885 -3.661576  0.327
C22 -1.119215 2.086927 3.758955  -0.510
H29 -4.637508 -0.050512 3.949983  0.329
O2 -2.429622 2.560545 -0.863912  -0.375
O3 -0.014197 1.065515 -3.863937  -0.644
H30 2.807924 -4.620105 -1.724792  0.512
H31 3.195769 -3.378115 2.092090  0.278
C23 -0.817853 2.392835 2.446584  -0.629
H32 0.737245 -3.531593 2.130470  0.380

Atomic forces in eV per Å
0.1 0.0 0.0
0.0 0.0 -0.1
0.1 0.0 -0.1
-0.1 0.0 0.0
0.1 -0.1 0.1
0.0 0.0 0.0
-0.1 0.0 0.0
0.0 0.0 0.0
0.0 0.1 0.0
0.0 -0.4 0.1
0.1 0.1 0.1
-0.2 -0.1 -0.2
-0.3 -0.1 0.8
-0.1 0.0 -0.1
0.1 0.1 -0.1
0.0 0.0 0.1
-0.1 0.0 0.4
0.2 0.2 -0.3
0.0 0.0 0.1
-0.4 -0.1 0.5
0.1 0.0 0.1
0.0 0.0 -0.1
-0.1 0.0 0.1
-0.1 0.0 0.0
-0.3 0.2 -0.1
-0.1 0.0 -0.1
0.0 0.0 0.0
-0.1 0.0 0.1
0.2 0.2 -0.3
-0.1 0.0 0.0
0.2 -0.4 -0.7
-1.1 0.0 -0.3
0.0 0.3 -0.5
0.1 0.0 -0.1
0.0 -0.1 0.1
-0.2 0.0 0.4
0.8 0.6 1.1
0.0 0.0 0.1
1.0 0.2 -0.5
0.0 0.0 -0.1
0.2 0.1 0.0
0.0 0.0 0.0
0.1 -0.6 -0.3
-0.4 -0.1 0.5
1.1 0.3 -0.4
-0.2 -0.1 0.3
-0.1 0.0 0.0
0.1 0.1 0.0
0.1 0.1 0.0
0.0 0.0 -0.1
0.0 0.0 0.0
0.4 0.0 0.1
0.2 0.2 -0.2
-0.1 0.1 0.0
0.0 0.0 0.0
-0.1 -0.1 0.0
-0.2 -0.1 0.3
-1.0 -0.4 -0.5
0.1 0.1 0.0
0.0 0.0 -0.1
-0.1 0.0 -0.3
0.0 0.0 0.0

Properties
- Electronic energy: -2027.2629 Eh
- LUMO level: 0.016 Ha
- Highest occupied orbital energy: -8.098 eV
- Largest force on an atom: 1.53 eV/Å
- Relative energy (zero: lowest compared OMol25 entry of this formula, charge and spin): 13.7 kJ/mol
- Kohn-Sham gap: 8.54 eV